Entry 1:
{"formula": "C17H39OP3PbS", "method": "wB97M-V/def2-TZVPD", "lumo_energy_ev": [-16.274, -16.187], "fmax_ev_per_a": 2.45, "e_above_lowest_ev": 0.000, "charge": 4, "orbital_gap_ev": [3.94, 4.02], "symbols": ["C", "H", "H", "H", "C", "H", "P", "H", "H", "C", "C", "S", "H", "H", "Pb", "H", "C", "H", "C", "H", "C", "H", "H", "H", "H", "H", "O", "H", "H", "H", "H", "H", "C", "C", "C", "H", "H", "H", "H", "H", "H", "H", "P", "H", "H", "H", "C", "H", "H", "C", "C", "C", "P", "C", "H", "H", "H", "C", "H", "H", "C", "H"], "xyz": [[-1.7814, -1.3114, -3.7723], [-1.8878, -3.6653, -0.7492], [-3.9684, -0.0894, 0.3736], [-3.9822, -1.8665, 0.6084], [-1.5239, -2.5069, 2.0788], [0.1346, 2.9719, 0.0695], [-1.0426, -1.9159, -2.2175], [1.7698, -1.0908, -0.0830], [-1.5661, 1.2994, 2.4256], [-3.6920, -0.9062, 1.0552], [-1.7653, 0.2763, 2.7781], [-2.2842, 1.6982, -0.9830], [-2.4327, -3.1246, 2.0921], [-2.3166, -0.3713, -3.5784], [-0.2048, 0.1796, -0.5331], [-3.2109, -2.6295, -1.3678], [4.0458, 0.1342, 0.5161], [-0.7409, -3.0268, 1.5000], [-2.9968, 4.9984, 1.1724], [-1.1679, -2.3651, 3.1081], [-2.0262, 3.1094, -0.0164], [3.5017, 1.0514, 0.7872], [0.9852, -2.4304, -3.4657], [3.9486, -0.6359, -2.7888], [4.2754, -2.7403, -1.6206], [-2.4564, -3.8527, -2.4410], [0.9256, -3.8936, 0.5583], [-4.2136, -0.7699, 2.0134], [4.9917, 0.4115, 0.0277], [4.6104, -2.6462, 0.1342], [3.3809, 2.5023, 2.5411], [-0.9437, -0.0477, 3.4322], [2.7072, 3.2579, 2.1242], [-1.7271, 5.3492, 1.6574], [-2.2707, -3.1322, -1.6305], [2.1648, -0.5604, -2.7805], [4.2758, -0.4254, 1.4342], [-2.7107, 0.2721, 3.3404], [-2.4845, -2.0601, -4.1647], [1.8733, 3.5811, 2.7557], [-4.1311, 3.5742, -0.0163], [3.1205, 0.8438, -2.2128], [3.1116, -0.9314, -0.5795], [3.7723, 3.5085, 0.2947], [-1.6087, 6.2073, 2.3183], [0.7240, -4.8392, 0.4486], [3.8290, -2.5706, -0.6324], [0.8740, -3.3919, -1.9562], [1.4795, -3.8537, 1.3583], [-0.6059, 4.5949, 1.2844], [0.3077, -2.9946, -2.8103], [3.0744, -0.2541, -2.2412], [-1.8947, -0.8742, 1.3633], [2.9213, 3.8032, 0.9185], [-3.8708, 5.5959, 1.4346], [3.0575, -3.3256, -0.4398], [2.2747, 4.5958, 0.5303], [-3.1531, 3.8826, 0.3545], [-0.1268, -3.8328, -3.3745], [0.3868, 4.8455, 1.6593], [-0.7468, 3.5151, 0.4175], [-0.9890, -1.1272, -4.5108]], "lowdin_charge": [-0.23, 0.05, 0.02, 0.06, -0.21, 0.06, 0.71, -0.10, 0.03, -0.23, -0.23, 0.82, 0.08, 0.04, 0.82, 0.05, -0.18, 0.01, 0.05, 0.08, -0.57, 0.02, 0.05, 0.09, 0.09, 0.09, -0.09, 0.08, 0.10, 0.09, 0.06, 0.07, -0.06, 0.13, -0.23, 0.04, 0.09, 0.08, 0.08, 0.05, 0.14, 0.08, 0.84, 0.06, 0.17, 0.09, -0.17, 0.03, 0.08, 0.04, -0.23, -0.20, 0.71, -0.06, 0.16, 0.04, 0.05, 0.00, 0.09, 0.12, -0.07, 0.07]}



Entry 2:
{"formula": "C6H6F4N2", "method": "wB97M-V/def2-TZVPD", "lumo_energy_ev": 0.817, "fmax_ev_per_a": 5.56, "e_above_lowest_ev": 2.520, "charge": 0, "orbital_gap_ev": 9.74, "symbols": ["H", "N", "C", "H", "C", "C", "F", "N", "H", "F", "F", "C", "F", "C", "H", "H", "H", "C"], "xyz": [[-1.4203, -0.0688, -2.4601], [-0.6059, 0.3824, -1.9688], [-1.8222, 0.1065, 0.0848], [1.7917, -2.3082, 1.3749], [0.4819, -1.4377, 0.0630], [-0.4630, 0.2683, -0.6036], [-0.0389, -2.5011, -0.4800], [1.4096, 0.9532, 1.1448], [2.8659, -0.0644, 1.8840], [-1.6601, 0.0906, 1.3717], [-2.4913, -0.9860, -0.3028], [1.9083, -0.2115, 1.3815], [-2.5903, 1.1491, -0.2027], [1.4086, -1.4289, 0.9541], [-0.3597, 2.0588, 0.6537], [0.1030, 0.8013, -2.4982], [1.0843, 1.8588, -0.5679], [0.3986, 1.3377, 0.1717]], "lowdin_charge": [0.14, 0.12, -0.68, 0.10, -0.12, -0.23, 0.09, 0.02, 0.11, 0.19, 0.15, -0.19, 0.16, -0.08, 0.14, 0.08, 0.14, -0.15]}



Entry 3:
{"formula": "C4H7FN2", "method": "wB97M-V/def2-TZVPD", "lumo_energy_ev": 0.989, "fmax_ev_per_a": 5.02, "e_above_lowest_ev": 2.075, "smiles": "CN1CN=C[C@H]1F", "charge": 0, "orbital_gap_ev": 10.27, "symbols": ["H", "H", "C", "N", "C", "H", "C", "H", "C", "H", "H", "F", "N", "H"], "xyz": [[2.3227, 0.6403, -0.6219], [-0.0290, -2.1068, -0.4582], [-0.2852, -1.3166, 0.3037], [-1.7347, -1.1070, 0.2331], [-2.0295, 0.0617, -0.0795], [-0.6751, 1.4523, -1.5181], [1.7579, 0.2406, 0.2634], [0.1232, -1.5823, 1.2385], [-0.5700, 0.9576, -0.4773], [2.1379, -0.7986, 0.4134], [-2.9268, 0.6265, -0.3439], [-0.4864, 2.0123, 0.3905], [0.4066, -0.0378, -0.4064], [1.9884, 0.9577, 1.0627]], "lowdin_charge": [0.08, 0.13, -0.14, 0.03, -0.03, 0.15, -0.07, 0.09, -0.34, 0.08, 0.10, -0.02, -0.12, 0.08]}



Entry 4:
{"formula": "C25H32N2O6", "method": "wB97M-V/def2-TZVPD", "lumo_energy_ev": 0.640, "fmax_ev_per_a": 0.66, "e_above_lowest_ev": 0.310, "smiles": "COc1cc(OC)cc(C(=O)N[C@H](C(=O)OCC(=O)Nc2ccc(C(C)C)cc2)C(C)C)c1", "charge": 0, "orbital_gap_ev": 8.74, "symbols": ["C", "C", "H", "H", "H", "H", "C", "O", "C", "H", "C", "H", "H", "H", "H", "H", "N", "C", "H", "H", "C", "C", "H", "H", "C", "C", "C", "O", "H", "H", "O", "N", "H", "C", "C", "C", "O", "C", "H", "H", "H", "H", "H", "C", "H", "C", "C", "H", "H", "H", "H", "C", "C", "C", "C", "O", "C", "H", "C", "H", "C", "H", "H", "H", "O"], "xyz": [[1.7293, -0.3410, -1.3691], [3.3786, -1.9176, 2.7702], [-6.0467, 1.1720, -2.5106], [5.3891, -1.1845, 2.4607], [-0.7092, -3.2474, 0.9868], [2.7587, -2.5894, 4.7307], [3.1987, -2.1263, -1.9434], [-1.7277, 2.0747, 0.6140], [-3.0373, -1.8152, 1.0461], [-4.9279, -1.7863, 0.0310], [-3.5214, 1.6763, -1.4687], [-2.7290, 1.6895, -4.2384], [1.6335, -3.6233, 1.5901], [4.1602, 0.0824, 2.4769], [4.3179, -0.9740, 1.0706], [-3.8727, 3.2972, -2.8065], [-2.0752, 1.6083, -1.5680], [1.1944, -2.6498, 1.7581], [5.3066, 3.1612, 0.3009], [3.0794, -3.1234, -2.3634], [4.3745, -0.9340, 2.1562], [0.4073, 0.0829, -1.2641], [-4.9585, -1.0223, 1.6495], [0.9237, 3.0542, 0.2767], [-5.7037, 2.2035, -2.5451], [0.0534, -0.1768, 2.1726], [2.4686, 1.7151, -0.3519], [-4.2285, 0.1639, 0.1821], [4.4627, -2.1316, 4.6330], [-1.6970, 1.1624, -2.3899], [1.9080, -1.5675, -1.9219], [-2.0536, -0.9310, 1.3191], [1.9400, 0.4150, 2.9413], [-4.3850, -1.1401, 0.7275], [0.1233, 1.3060, -0.6745], [-0.1286, -2.4464, 1.4118], [3.4026, 2.5913, 0.1006], [3.4588, -1.8782, 4.2985], [-3.9470, 0.4494, -3.8991], [3.7853, 0.1721, -1.0460], [-0.3705, -0.5842, -1.6011], [3.2106, -0.8863, 4.6680], [5.0724, 1.4046, 0.4555], [-1.2966, 1.7047, -0.4637], [3.6496, -2.9276, 2.4409], [1.1429, 2.1134, -0.1998], [1.9626, -1.6416, 2.3244], [3.6142, -2.2081, -0.9341], [-2.2987, 0.0541, 1.3560], [-0.3902, 0.7962, 2.3213], [3.8809, -1.5496, -2.5772], [2.7610, 0.4856, -0.9344], [4.7666, 2.3012, -0.0920], [-3.7769, 1.5172, -4.0025], [-3.9428, 0.2468, -1.1199], [-3.9115, -0.6941, -1.8672], [-4.1876, 2.2505, -2.7270], [-5.9987, 2.6986, -1.6227], [-0.7131, -1.2057, 1.6319], [5.0053, 2.1812, -1.1538], [1.3719, -0.3971, 2.5132], [-6.1985, 2.7004, -3.3757], [-4.3690, 1.8820, -4.8383], [-3.7458, 2.3079, -0.6021], [-2.9436, -3.0212, 1.0560]], "lowdin_charge": [-0.25, -0.39, 0.09, 0.08, 0.10, 0.08, -0.08, 0.07, -0.44, 0.14, -0.19, 0.07, 0.11, 0.07, 0.05, 0.14, 0.15, -0.02, 0.10, 0.10, -0.07, 0.04, 0.14, 0.13, -0.06, -0.01, -0.26, 0.01, 0.08, 0.14, -0.07, 0.16, 0.12, -0.05, -0.15, 0.00, -0.07, -0.06, 0.07, 0.09, 0.13, 0.08, 0.08, -0.44, 0.13, 0.05, -0.22, 0.09, 0.13, 0.11, 0.10, 0.04, -0.08, -0.06, -0.44, 0.14, -0.36, 0.08, -0.22, 0.10, -0.02, 0.08, 0.08, 0.16, 0.08]}



Entry 5:
{"formula": "C3H3NO2", "method": "wB97M-V/def2-TZVPD", "lumo_energy_ev": [-0.236, -0.786], "fmax_ev_per_a": 3.49, "e_above_lowest_ev": 7.414, "charge": 0, "orbital_gap_ev": [8.96, 6.22], "symbols": ["O", "N", "O", "H", "H", "C", "H", "C", "C"], "xyz": [[0.1960, 1.8209, -0.0610], [2.0421, -0.2218, 0.0387], [0.8152, -0.8054, -0.2231], [-2.9913, -1.6357, -0.0211], [2.3809, 0.4373, -0.6791], [-0.6530, 1.0436, -0.1443], [2.0951, 0.0692, 1.0306], [-1.5116, 0.0800, 0.0750], [-2.3735, -0.7880, -0.0158]], "lowdin_charge": [0.15, -0.02, -0.20, 0.03, 0.10, -0.21, 0.10, -0.14, 0.18]}



Entry 6:
{"formula": "C3H10NS", "method": "wB97M-V/def2-TZVPD", "lumo_energy_ev": -3.514, "fmax_ev_per_a": 2.06, "e_above_lowest_ev": 0.218, "smiles": "C[C@@H]([NH3+])CS", "charge": 1, "orbital_gap_ev": 10.29, "symbols": ["H", "H", "C", "H", "C", "H", "H", "S", "N", "H", "H", "C", "H", "H", "H"], "xyz": [[0.3350, -1.5474, 0.6004], [-1.5247, -0.1565, 1.3092], [-1.6501, 0.2744, 0.3105], [-2.5224, -0.1228, -0.1779], [-0.2848, 0.2670, -0.3655], [-1.8884, 1.3219, 0.5424], [1.5763, 0.7373, 0.3622], [2.0274, -1.0469, -1.0441], [0.6362, 1.1777, 0.3743], [0.6686, 2.1259, -0.0139], [0.4122, 1.3300, 1.3741], [0.3279, -1.1663, -0.4194], [2.5335, -2.0735, -0.3899], [-0.3053, -1.7564, -1.0731], [-0.3416, 0.6358, -1.3891]], "lowdin_charge": [0.09, 0.10, -0.03, 0.10, -0.42, 0.09, 0.09, 0.80, 0.17, 0.18, 0.18, -0.48, -0.12, 0.09, 0.15]}